1.
This record from the Open Molecules 2025 dataset describes a structure of composition C48H50F3NO9P3S3Ti at a distorted geometry. The level of theory is ωB97M-V with the def2-TZVPD basis set.

```
118
Properties=species:S:1:pos:R:3:forces:R:3:lowdin_charge:R:1
Ti -0.6825 -0.8679 1.6977 -0.6 0.8 0.8 0.835
C 0.0783 2.8527 -6.7224 -0.1 0.0 0.0 -0.016
C -0.5146 1.5430 -6.1737 0.0 0.2 -0.2 -0.440
C -1.3961 0.8774 -7.2452 0.0 0.1 0.0 -0.024
C -1.3571 1.8501 -4.9531 0.2 -0.3 0.5 -0.103
C -2.5280 2.5828 -5.0923 0.1 0.0 -0.2 -0.047
C -3.3314 2.8593 -4.0139 -0.4 0.3 0.0 -0.080
C -3.0033 2.4011 -2.7546 0.2 -0.2 0.2 -0.097
C -1.8422 1.6729 -2.5359 0.9 -0.6 -0.7 -0.226
P -1.2494 1.0573 -0.8456 -0.4 1.2 -1.3 1.151
C -0.6905 2.7671 -0.4076 0.2 -0.2 0.1 -0.373
C -1.5330 3.8525 -0.2138 0.0 0.1 0.1 -0.085
C -1.0107 5.0991 0.0989 -0.1 0.0 0.0 -0.080
C 0.3590 5.2738 0.2189 0.0 0.0 0.0 -0.097
C 1.2095 4.1950 0.0231 0.1 0.1 -0.1 -0.098
C 0.6876 2.9515 -0.2924 -0.1 0.0 -0.2 -0.158
C -2.9082 0.9502 -0.0591 -0.1 0.1 0.0 -0.390
C -3.2049 1.4628 1.2050 -0.1 0.1 -0.2 -0.105
C -4.4689 1.2849 1.7464 -0.1 0.0 0.1 -0.075
C -5.4426 0.5857 1.0508 0.0 0.0 0.0 -0.090
C -5.1443 0.0428 -0.1894 0.0 0.0 0.0 -0.078
C -3.8838 0.2153 -0.7338 0.1 0.0 0.1 -0.125
C -1.0052 1.4200 -3.6651 -0.7 0.3 0.2 -0.160
O 0.1663 0.7362 -3.4232 -0.1 -0.1 -0.6 -0.035
C 0.8954 0.2580 -4.5022 0.2 -0.1 0.1 -0.184
C 1.9332 -0.6427 -4.1891 -0.7 0.8 0.2 -0.264
C 2.7185 -1.1338 -5.2171 -0.1 0.1 0.2 -0.069
C 2.4739 -0.7617 -6.5245 0.2 -0.1 -0.3 -0.077
C 1.4340 0.0913 -6.8186 -0.1 0.1 0.0 -0.038
C 0.6222 0.6183 -5.8193 0.0 -0.1 0.3 -0.106
P 2.0219 -1.2029 -2.4253 0.4 -0.3 -0.4 1.171
C 3.8645 -1.3347 -2.3952 -0.2 0.0 0.1 -0.363
C 4.6841 -2.3473 -2.8819 0.0 -0.1 0.1 -0.114
C 6.0649 -2.2127 -2.8418 0.1 -0.1 0.0 -0.092
C 6.6470 -1.0618 -2.3362 0.0 0.0 0.0 -0.101
C 5.8394 -0.0398 -1.8586 0.1 0.0 0.0 -0.088
C 4.4636 -0.1830 -1.8823 0.0 -0.1 0.1 -0.109
C 1.2947 -2.8400 -2.8630 0.0 0.0 0.5 -0.348
C 1.8367 -4.0906 -2.5930 0.0 0.1 0.1 -0.090
C 1.0750 -5.2369 -2.7655 0.0 -0.1 0.0 -0.090
C -0.2354 -5.1519 -3.1983 0.0 -0.1 0.0 -0.091
C -0.7856 -3.9099 -3.4776 0.0 0.0 0.0 -0.073
C -0.0258 -2.7679 -3.3137 0.0 0.0 0.1 -0.092
H -0.7147 3.5463 -7.0019 0.0 0.1 0.0 0.080
H 0.6952 2.6532 -7.5987 0.0 0.0 -0.1 0.080
H 0.7025 3.3252 -5.9646 0.0 0.0 0.0 0.098
H -2.2130 1.5364 -7.5349 0.0 0.0 0.0 0.074
H -1.8176 -0.0501 -6.8590 0.0 0.0 0.0 0.100
H -0.8207 0.6445 -8.1399 0.0 0.0 0.0 0.073
H -2.8183 2.9447 -6.0702 0.0 0.0 0.0 0.106
H -4.2362 3.4349 -4.1587 -0.1 0.0 0.0 0.101
H -3.6677 2.6062 -1.9259 0.0 0.0 0.0 0.101
H -2.6038 3.7275 -0.2990 0.0 0.0 0.0 0.099
H -1.6767 5.9389 0.2524 0.0 0.0 0.0 0.099
H 0.7593 6.2474 0.4703 0.0 0.0 0.0 0.096
H 2.2799 4.3262 0.1192 0.0 0.0 0.0 0.102
H 1.3333 2.0944 -0.4474 0.1 0.0 0.0 0.099
H -2.4521 2.0015 1.7646 -0.1 0.1 0.0 0.079
H -4.6975 1.6992 2.7205 0.0 0.0 0.0 0.102
H -6.4278 0.4513 1.4794 0.0 0.0 0.0 0.096
H -5.8926 -0.5201 -0.7325 0.0 -0.1 0.0 0.104
H -3.6443 -0.2400 -1.6867 -0.1 0.0 0.0 0.113
H 3.5188 -1.8258 -4.9980 0.0 0.0 0.0 0.095
H 3.0872 -1.1557 -7.3248 0.0 0.0 0.0 0.101
H 1.2408 0.3490 -7.8518 0.0 0.0 0.0 0.106
H 4.2548 -3.2498 -3.2935 0.0 0.0 0.0 0.086
H 6.6934 -3.0121 -3.2141 0.0 0.0 0.0 0.098
H 7.7245 -0.9618 -2.3138 0.0 0.0 0.0 0.096
H 6.2834 0.8664 -1.4669 0.0 0.0 0.0 0.100
H 3.8293 0.6030 -1.4898 0.0 0.0 0.0 0.092
H 2.8357 -4.1813 -2.1933 0.0 0.0 0.1 0.087
H 1.4985 -6.2004 -2.5148 0.0 0.0 0.0 0.098
H -0.8372 -6.0459 -3.2893 0.0 0.0 0.0 0.098
H -1.8216 -3.8289 -3.7752 0.0 0.0 0.0 0.105
H -0.4824 -1.8002 -3.4832 0.0 0.0 0.0 0.102
O -0.5247 2.7235 3.1407 0.2 0.1 -0.2 -0.430
S 0.4320 1.8717 2.4430 0.1 0.7 0.2 0.908
N -0.2738 0.8329 1.5762 0.2 1.0 0.1 -0.479
F 1.6904 -2.4496 1.0090 -0.2 0.1 -0.2 0.025
C 1.3307 -1.3870 1.7904 2.6 -1.1 -0.1 -0.546
F 1.7979 -1.7722 3.0284 -0.1 0.0 0.2 0.014
F 2.2147 -0.4005 1.4211 -0.1 0.0 -0.1 0.014
O -0.8423 -1.7551 0.1052 -0.3 -0.8 -1.8 -0.519
S -2.0782 -2.5580 0.5843 -1.4 -2.2 -0.7 0.041
O -3.0272 -2.7823 -0.4711 0.3 0.4 0.0 -0.346
O -2.5691 -1.6146 1.6510 -0.1 0.3 0.0 -0.444
S -1.3986 -4.1432 1.4627 0.1 -0.2 0.1 0.328
C -1.5731 2.7743 6.1442 0.0 -0.3 -0.2 -0.023
C -0.7910 1.5163 6.5123 0.1 0.5 0.6 -0.597
C -1.3200 0.9203 7.8172 0.0 -0.1 -0.4 -0.026
C 0.6884 1.8593 6.6696 -0.1 -0.1 -0.3 -0.033
O -1.0437 0.5418 5.4670 0.1 -0.3 -0.4 -0.118
P 0.0020 -0.2188 4.5495 0.7 0.3 1.6 0.381
O -0.8481 -0.9633 3.5452 -0.2 -0.3 1.5 -0.296
O 1.0430 0.7166 3.9573 -0.4 0.0 0.2 -0.361
O 0.8322 -1.1543 5.5141 -0.3 0.2 -0.4 -0.131
C 0.6926 -2.5385 5.9158 0.0 -0.7 0.5 -0.596
C -0.1583 -3.3871 4.9816 0.0 0.3 -0.1 -0.040
C 2.1168 -3.0851 5.9888 -0.2 0.3 -0.1 -0.019
C 0.0654 -2.5286 7.3101 0.1 0.2 -0.3 -0.032
H -1.3761 3.5622 6.8713 0.0 0.0 0.0 0.088
H -2.6412 2.5600 6.1273 -0.1 0.0 0.0 0.089
H -1.2752 3.1014 5.1512 0.0 0.1 0.0 0.056
H -1.3153 1.6793 8.5988 0.0 0.0 0.0 0.086
H -0.6964 0.0845 8.1272 0.0 0.0 0.1 0.063
H -2.3385 0.5618 7.6758 -0.1 0.0 0.0 0.090
H 0.8168 2.4894 7.5495 0.0 0.0 0.0 0.091
H 1.0431 2.3885 5.7892 0.1 0.1 0.0 0.082
H 1.2792 0.9517 6.7792 0.1 0.0 0.1 0.080
H 0.2490 -3.4310 3.9741 0.0 0.0 0.0 0.056
H -1.1724 -2.9974 4.9221 -0.1 -0.1 -0.1 0.089
H -0.1953 -4.4038 5.3715 0.0 0.0 0.1 0.095
H 2.5893 -2.9865 5.0147 0.1 -0.1 0.0 0.082
H 2.1022 -4.1334 6.2830 0.0 0.0 0.0 0.088
H 2.6935 -2.5150 6.7169 0.1 0.0 0.0 0.085
H -0.9431 -2.1225 7.2520 -0.1 0.0 0.1 0.083
H 0.6615 -1.9071 7.9783 0.0 0.0 0.1 0.082
H 0.0223 -3.5406 7.7091 0.0 0.0 0.0 0.087
```
Positions in Å, forces in eV/Å.

- E_LUMO (eV) = 2.33
- relative energy (zero: lowest compared OMol25 entry of this formula, charge and spin) (kcal/mol) = 55.2
- total charge = -1
- molecular weight (g/mol) = 1078.91


2.
This record from the Open Molecules 2025 dataset describes a structure of composition C48H51CaN6O4PS3. The level of theory is ωB97M-V with the def2-TZVPD basis set.

```
114
Properties=species:S:1:pos:R:3:forces:R:3:lowdin_charge:R:1
Ca -0.0008 -0.5074 -0.1463 -0.3 -0.4 0.2 1.081
C 3.8954 0.6593 -2.8070 0.0 0.0 0.0 -0.042
C 2.7086 0.6915 -1.8643 0.1 0.1 -0.1 -0.266
N 2.2163 -0.4105 -1.4179 -0.2 0.2 -0.1 0.001
N 2.9489 -1.5040 -1.8634 -0.1 -0.1 0.2 -0.127
C 2.6047 -2.6557 -1.3930 -0.2 0.0 0.2 -1.142
S 1.3122 -3.1600 -0.4144 0.1 0.0 0.0 0.548
S 3.7610 -3.9665 -1.7688 0.1 0.0 -0.1 0.843
C 5.1671 -3.0006 -2.3782 0.2 0.0 -0.1 -0.455
C 6.1013 -2.4976 -1.3042 -0.1 0.0 0.0 -0.272
C 7.4732 -2.6939 -1.4217 0.0 0.0 0.0 -0.069
C 8.3546 -2.2173 -0.4568 0.0 0.0 0.0 -0.117
C 7.8688 -1.5298 0.6436 0.0 0.0 0.0 -0.115
C 6.4983 -1.3278 0.7724 0.1 0.0 0.0 -0.088
C 5.6203 -1.8095 -0.1848 0.0 0.0 -0.1 -0.049
C 2.1554 2.0220 -1.5397 0.0 0.1 0.0 -0.111
C 3.0570 3.0866 -1.4134 0.0 0.0 0.0 -0.078
C 2.6608 4.4017 -1.2507 0.0 0.0 0.0 -0.138
C 1.2937 4.6808 -1.2709 0.0 0.0 0.0 -0.126
C 0.3776 3.6613 -1.3783 0.0 0.0 0.0 -0.055
C 0.7536 2.2855 -1.4193 0.1 0.1 0.0 -0.412
O -0.1427 1.3755 -1.3634 -0.1 0.0 -0.3 -0.262
H 3.6404 0.0271 -3.6597 0.0 0.0 0.0 0.076
H 4.7658 0.1962 -2.3332 0.0 0.1 0.0 0.070
H 4.1467 1.6540 -3.1652 0.0 0.0 0.0 0.060
H 4.7555 -2.1564 -2.9371 0.0 -0.1 0.1 0.059
H 5.7120 -3.6389 -3.0763 0.0 0.0 0.0 0.059
H 7.8589 -3.2325 -2.2816 0.0 0.0 0.0 0.098
H 9.4197 -2.3868 -0.5680 0.0 0.0 0.0 0.087
H 8.5497 -1.1553 1.3989 0.0 0.0 0.0 0.088
H 6.1020 -0.7883 1.6254 0.0 0.0 0.0 0.102
H 4.5562 -1.6439 -0.0694 0.0 0.0 0.1 0.091
H 4.1186 2.8641 -1.4320 0.0 0.0 0.0 0.100
H 3.3941 5.1890 -1.1272 0.0 0.0 0.0 0.075
H 0.9440 5.7058 -1.1900 0.0 0.0 0.0 0.087
H -0.6870 3.8718 -1.3637 0.0 0.0 0.0 0.096
O 2.9968 -1.1750 2.1215 -0.1 0.1 0.1 -0.191
N 2.7546 -2.4027 2.5104 0.0 -0.1 -0.1 -0.231
C 3.8141 -3.2448 2.5434 0.0 0.1 0.0 -0.048
C 3.7095 -4.5509 2.9299 0.0 0.0 0.0 -0.088
C 2.4506 -5.0258 3.3035 0.0 0.0 0.0 -0.110
C 1.3790 -4.1758 3.2421 0.0 0.0 0.0 -0.130
C 1.4850 -2.8357 2.8079 0.0 0.0 0.1 -0.753
S 0.1145 -1.8318 2.6695 0.1 0.0 0.1 0.556
H 4.7294 -2.7735 2.2199 0.0 -0.1 0.0 0.104
H 4.5897 -5.1775 2.9141 0.0 0.0 0.0 0.091
H 2.3145 -6.0546 3.6143 0.0 0.0 0.0 0.091
H 0.3828 -4.5104 3.4933 0.0 0.0 0.0 0.088
C -0.6772 1.2413 -4.3879 0.0 0.0 0.0 -0.115
O 0.0088 0.0185 -4.2603 0.0 0.1 0.0 -0.175
C -0.8268 -1.0973 -4.4317 -0.1 -0.1 0.0 -0.203
C -1.7708 -1.4443 -3.2892 0.0 0.0 0.0 -0.210
O -1.0760 -2.1535 -2.2843 0.0 0.1 -0.1 -0.269
C -1.9172 -3.0760 -1.6081 0.1 0.0 0.0 -0.150
H -1.1412 1.3180 -5.3851 0.0 0.0 0.0 0.083
H 0.0511 2.0404 -4.2608 0.0 0.0 0.0 0.089
H -1.4462 1.3641 -3.6241 0.0 0.0 0.0 0.058
H -0.1629 -1.9519 -4.5757 0.0 0.0 0.0 0.131
H -1.4282 -0.9642 -5.3474 0.0 0.0 0.0 0.113
H -2.5445 -2.0976 -3.7212 0.0 0.0 0.0 0.116
H -2.2747 -0.5741 -2.8491 0.0 0.0 0.0 0.109
H -2.3418 -3.7880 -2.3310 0.0 0.0 0.0 0.083
H -2.6990 -2.5472 -1.0616 0.0 0.0 0.0 0.035
H -1.2908 -3.6172 -0.9037 0.0 0.0 0.0 0.036
C 2.9733 2.0166 4.2002 0.0 0.0 0.0 -0.034
C 1.8269 2.0919 3.2486 0.0 -0.1 0.0 -0.315
C 0.8817 3.0734 3.0210 0.0 0.1 0.0 -0.002
C 0.0634 2.5635 1.9918 0.0 0.1 0.0 -0.342
N 0.4834 1.3589 1.6341 0.0 0.0 -0.1 0.028
N 1.5553 1.0964 2.3959 0.0 -0.1 0.0 0.030
C -1.1400 3.1812 1.3671 -0.1 0.1 0.0 -0.027
H 2.9748 2.8850 4.8587 0.0 0.0 0.0 0.065
H 3.9255 1.9864 3.6667 0.0 0.0 0.0 0.075
H 2.9131 1.1160 4.8142 0.0 0.0 0.0 0.076
H 0.7963 4.0266 3.5193 0.0 0.0 0.0 0.094
H 1.9730 0.1436 2.3513 0.1 0.1 0.0 0.060
H -0.9204 4.1849 0.9974 0.0 0.0 0.0 0.073
H -1.9573 3.2525 2.0889 0.0 0.0 0.0 0.058
H -1.4699 2.5642 0.5298 0.0 0.0 0.0 0.057
N -2.3527 -0.4924 -0.0157 -0.1 0.1 0.2 -0.352
P -3.6532 0.1489 0.4285 0.2 -0.1 -0.2 0.660
C -3.6515 1.0621 2.0297 -0.2 0.1 -0.1 -0.293
C -4.5228 2.1055 2.3466 0.0 0.0 0.0 -0.100
C -4.3927 2.7934 3.5451 0.0 0.0 0.0 -0.110
C -3.3810 2.4499 4.4361 0.0 0.0 0.0 -0.110
C -2.5095 1.4165 4.1247 0.0 -0.1 0.0 -0.081
C -2.6478 0.7260 2.9274 0.0 0.0 0.1 -0.096
C -4.3639 1.3868 -0.7544 0.0 0.0 0.1 -0.263
C -5.7130 1.7176 -0.8652 0.0 0.0 0.0 -0.107
C -6.1415 2.6472 -1.8051 0.0 0.0 0.0 -0.110
C -5.2173 3.2575 -2.6431 0.0 0.0 0.0 -0.115
C -3.8723 2.9258 -2.5436 0.1 0.0 0.0 -0.089
C -3.4428 1.9880 -1.6110 0.0 0.1 0.0 -0.086
C -5.1330 -0.9513 0.6126 0.0 0.0 0.1 -0.268
C -5.4416 -1.7655 -0.4779 0.0 0.0 0.0 -0.094
C -6.5073 -2.6498 -0.4282 0.0 0.0 0.0 -0.098
C -7.2828 -2.7412 0.7222 0.0 0.0 0.0 -0.119
C -6.9800 -1.9466 1.8173 0.0 0.0 0.0 -0.105
C -5.9105 -1.0581 1.7619 0.0 0.0 0.0 -0.081
H -5.2900 2.4025 1.6418 0.0 0.0 0.0 0.090
H -5.0660 3.6117 3.7751 0.0 0.0 0.0 0.089
H -3.2650 2.9965 5.3651 0.0 0.0 0.0 0.090
H -1.7009 1.1532 4.7957 0.0 0.0 0.0 0.106
H -1.9505 -0.0587 2.6655 0.0 0.0 0.0 0.035
H -6.4412 1.2313 -0.2234 0.0 0.0 0.0 0.099
H -7.1954 2.8897 -1.8862 0.0 0.0 0.0 0.089
H -5.5463 3.9842 -3.3776 0.0 0.0 0.0 0.088
H -3.1442 3.3955 -3.1967 0.0 0.0 0.0 0.097
H -2.3903 1.7105 -1.5397 0.0 0.0 0.0 0.064
H -4.8247 -1.7012 -1.3684 0.0 0.0 0.0 0.099
H -6.7308 -3.2748 -1.2851 0.0 0.0 0.0 0.093
H -8.1129 -3.4369 0.7653 0.0 0.0 0.0 0.087
H -7.5738 -2.0194 2.7214 0.0 0.0 0.0 0.091
H -5.6755 -0.4472 2.6250 0.0 0.0 0.0 0.095
```
Positions in Å, forces in eV/Å.

- E_LUMO (eV) = 4.19
- total charge = -2
- molecular weight (g/mol) = 943.23


> total charge of number 2 (C48H51CaN6O4PS3)?

-2